(1)
Formula: C14H42O7S2
Source: the Open Molecules 2025 dataset
Level of theory: ωB97M-V/def2-TZVPD

Positions of all 65 atoms, in Å:
C 1.11400 13.81600 26.33500
C 0.93600 12.56000 25.45000
O -0.08000 12.99300 24.47300
H 1.52800 13.75800 27.32500
H 0.14500 14.23800 26.23800
H 1.56200 14.65000 25.89600
H 0.58800 11.71200 25.77600
H 1.85000 12.29200 24.94300
H 0.22600 12.44200 23.83200
C 3.52400 10.16400 23.03900
C 5.03000 10.30000 22.52700
O 5.57800 9.01300 22.57900
H 3.27800 9.71800 24.08000
H 3.22600 9.48700 22.35700
H 3.09300 11.03200 23.02000
H 5.41900 10.95700 23.25000
H 4.94800 10.55900 21.50500
H 5.92200 8.68200 23.39600
C 2.55500 7.71100 18.60500
C 2.32600 9.08600 19.16500
O 3.18300 10.04700 18.73700
H 3.50000 7.26900 19.01400
H 2.43100 7.86400 17.47000
H 1.87500 7.08000 19.01100
H 2.36500 8.86400 20.20200
H 1.28200 9.32700 18.94800
H 2.96800 10.95700 19.09700
C 2.37800 6.75800 26.03500
C 3.82700 6.44800 25.81200
O 4.06900 5.09000 26.36300
H 2.02800 7.80800 25.56500
H 2.13600 6.83000 27.22300
H 1.66200 5.91700 25.91900
H 4.50000 7.10300 26.53600
H 3.94900 6.40100 24.73900
H 4.87100 4.97700 26.26200
C 8.32700 9.45900 24.04700
C 8.05400 8.24400 25.10100
O 6.73700 7.81400 24.99300
H 9.20100 9.85800 24.27600
H 7.57000 10.27900 24.21900
H 8.44400 8.89700 23.11100
H 8.43000 8.79300 26.12600
H 8.67500 7.46000 24.93900
H 6.57300 6.84300 25.42600
C -1.95900 9.92900 22.91400
S -0.29300 9.69900 22.53700
O 0.32800 11.12000 22.67400
C 0.35600 9.05300 24.08600
H -1.93900 10.70200 23.71400
H -2.44400 8.95000 23.42700
H -2.61700 10.40300 22.27400
H 0.10000 9.52000 24.96300
H 1.50100 9.16000 24.08100
H 0.09700 7.90700 24.04700
C 0.66400 14.34600 20.22500
S 1.52700 12.95600 21.01800
O 2.48100 12.46100 19.96400
C 2.56100 13.87700 22.24200
H 0.07100 15.12200 20.82300
H 0.02700 14.12200 19.35800
H 1.29900 14.94000 19.70100
H 3.55700 13.49200 22.74700
H 1.76000 14.34500 22.80700
H 2.73500 14.80600 21.71300

Force components x, y, z for each atom (eV/Å):
C -0.9243 -1.5187 -0.0539
C 1.3798 6.1258 -2.0818
O 0.3762 2.0097 3.5370
H -0.2516 -0.4551 0.5282
H -1.4856 0.1289 1.3090
H 1.8784 0.7156 -1.4948
H -1.8889 -4.3603 3.1841
H 0.5418 0.1314 -0.5087
H 0.1749 -2.5359 -4.1842
C 4.0838 -3.2518 2.5935
C -2.7977 -2.2483 2.9797
O 0.4258 -0.4769 -1.9069
H 1.4089 0.6442 -1.3418
H -2.1535 -2.1094 -2.2846
H -2.9594 4.9279 -0.5559
H 1.5901 1.3309 0.1796
H 0.3844 0.8475 -0.8672
H 0.0806 0.2596 1.1342
C 2.7402 2.0292 -2.6214
C -1.6273 -1.0183 0.5050
O 1.2659 1.8115 -0.4369
H -0.1943 0.6329 -1.1749
H 0.6890 -1.1556 1.5220
H -2.7191 -1.8571 0.8053
H 0.1165 0.6330 1.7544
H -0.2593 0.2956 -0.0547
H -0.0528 -1.3756 -0.1942
C -2.3943 2.0471 3.3461
C 0.3230 -0.9234 2.7687
O -12.5601 2.9477 0.7381
H 0.8296 -2.7860 0.9924
H 0.9935 0.4409 -2.4431
H 0.6393 0.4591 -1.2498
H -1.2114 -0.6027 -2.4024
H 1.0190 0.5057 -0.2275
H 12.4010 -2.2159 -1.3899
C -4.2103 -3.7009 0.6750
C 0.5623 5.5588 1.6056
O -1.6375 -3.1682 1.7175
H 4.1728 1.7094 1.1349
H 0.4627 -1.2184 -0.9009
H -0.7508 1.1551 -0.3550
H -1.5406 -1.7346 -1.6540
H 2.2418 -2.2085 -0.6356
H 0.9140 3.7576 -1.5744
C -1.4934 -1.8210 4.9886
S 3.1144 2.5312 0.5576
O -1.1250 -2.0940 -1.0307
C 1.5789 -4.2231 -2.3630
H 0.1656 -0.5654 0.0417
H 1.0937 2.1463 -1.4901
H -0.8755 0.2781 -2.3681
H -1.5295 1.2505 1.8615
H -1.8891 -0.2586 -0.7897
H 0.5565 2.0460 0.6174
C -2.3746 1.0736 1.0568
S 0.7157 -0.5848 -0.3983
O -0.2219 0.3100 0.0853
C 0.1399 1.2427 -0.5664
H 0.7270 -1.6174 -0.0516
H -0.2494 -1.2567 0.7222
H 2.9570 1.7311 -1.1302
H -2.6608 0.2921 -1.1262
H 0.0406 -0.7667 1.5829
H 1.2532 0.1027 -0.6153

Calculated values
**Max |F|**: 12.92 eV/Å
**Net charge**: 0
**Highest occupied orbital energy**: -8.49 eV
**Gap between HOMO and LUMO**: 8.8 eV
**Spin multiplicity**: 1

***

(2)
Formula: C14H43O7
Source: the Open Molecules 2025 dataset
Level of theory: ωB97M-V/def2-TZVPD

Positions of all 64 atoms, in Å:
O 1.96866 4.09908 13.01590
H 2.39097 3.90618 12.17563
H 1.17022 4.61530 12.88318
H 1.73967 3.29030 13.47962
C 1.28817 5.88262 15.92489
C 2.69334 6.34844 15.84137
O 3.02245 6.25519 14.54904
H 0.65158 6.47334 15.26617
H 0.91734 5.98184 16.94506
H 1.14466 4.84617 15.61947
H 3.37672 5.70447 16.39490
H 2.61144 7.33526 16.29697
H 3.96830 6.41922 14.54173
C 0.09866 3.27459 8.84405
C 0.33259 2.20837 9.88495
O 0.10685 2.86209 11.12340
H 0.05809 2.97124 7.79789
H 0.86999 4.04265 8.90089
H -0.84515 3.79033 9.02105
H 1.37594 1.89384 9.86060
H -0.27788 1.30992 9.79430
H -0.83626 2.84834 11.30214
C 0.55312 -0.09569 13.06560
C 0.35637 1.10289 13.99428
O 1.62348 1.66142 14.20521
H 0.91934 0.23968 12.09528
H -0.38016 -0.64159 12.92749
H 1.30711 -0.81825 13.37785
H -0.16610 0.85841 14.91913
H -0.31314 1.78022 13.46413
H 2.04175 1.12125 14.87964
C -0.01071 6.45709 11.07563
C -0.48509 6.53171 12.53750
O -0.45692 5.16071 13.07369
H 1.06407 6.35290 10.92706
H -0.18843 7.35990 10.49129
H -0.35160 5.57796 10.52879
H -1.50010 6.90548 12.67225
H 0.13747 7.20477 13.12701
H -1.34351 4.92856 13.35946
C 5.09948 3.23432 18.04860
C 5.45959 2.42839 16.79522
C 4.64258 2.88401 15.58279
O 6.81243 2.66028 16.44792
H 5.13124 4.27190 17.71618
H 5.79543 3.16518 18.88465
H 4.10084 3.08936 18.46069
H 5.44142 1.34368 16.90088
H 4.86956 2.22840 14.74210
H 4.88337 3.89728 15.26122
H 3.56763 2.84150 15.75822
H 7.27150 2.02879 17.00656
C 5.69829 2.84139 10.66508
C 4.27757 2.34017 10.66039
C 4.04126 1.22403 11.75094
O 3.45579 3.42938 10.98150
H 5.87037 3.55703 9.86112
H 6.39758 2.00629 10.62412
H 5.91081 3.23360 11.65962
H 3.92228 1.87212 9.74235
H 4.28519 1.57308 12.75432
H 4.53133 0.26521 11.58182
H 2.97474 1.04308 11.88473
H 3.67648 4.02411 10.26096

Force components x, y, z for each atom (eV/Å):
O 0.6463 0.8905 0.8737
H 1.0673 -0.7313 -1.5417
H -1.6274 0.6432 0.0743
H -0.0639 -1.5644 0.7957
C -1.2754 -0.7832 0.6539
C -1.5622 -0.5988 2.7654
O 1.7444 0.7364 -3.1008
H 0.0532 0.1892 0.0716
H -0.1472 -0.0155 0.0033
H 0.1741 -0.1673 0.0298
H -0.0923 0.1037 0.7409
H 0.9453 0.5542 -0.2448
H 0.2117 0.0698 -0.7787
C -0.2519 0.3258 -0.9956
C 0.1840 0.4441 -0.4407
O 0.2941 -0.3760 1.0394
H 0.1406 -0.4310 0.0545
H 0.1186 -0.0366 0.1650
H -0.1464 -0.1017 0.1244
H 0.0175 -0.0550 0.1696
H -0.1717 0.0766 -0.1610
H -0.0863 0.1115 -0.0371
C -0.3728 -0.2819 -0.1309
C -0.8334 -1.5122 -1.1246
O 0.2775 1.2418 0.4065
H -0.2713 0.2142 -0.0662
H -0.0358 -0.0101 -0.1051
H -0.0409 0.0592 0.5544
H 0.2621 -0.1529 0.1980
H 0.3973 0.4848 0.0871
H 0.4089 0.1965 0.0642
C 0.3797 0.1424 -0.3085
C -0.0487 -0.6817 -0.6734
O 0.3087 0.9981 -0.0878
H 0.4218 0.0160 0.8178
H -0.5585 0.0469 0.1793
H -0.7348 0.1737 0.2395
H -0.0381 -0.0147 -0.4520
H 0.2708 -0.3426 0.1177
H 0.1111 -0.0631 0.1102
C -0.1341 0.4177 -0.2014
C -0.2642 0.4362 -0.2004
C -0.1288 -0.5906 0.0171
O 0.5249 0.1057 0.1131
H 0.0618 0.2157 0.1346
H 0.1897 -0.3553 -0.2070
H -0.1092 -0.3643 -0.2437
H -0.9822 -0.1256 0.3219
H 0.0212 -0.0139 -0.0403
H 0.1810 0.0780 0.2795
H -0.0767 0.0138 0.1623
H 0.6913 0.2301 -0.1086
C 0.3085 -0.9246 0.2338
C 0.4313 -2.8826 1.8116
C -0.4701 1.0249 0.0507
O -0.9074 0.9035 -0.3518
H 0.2633 0.0478 0.1436
H 0.0486 -0.0230 -0.6309
H -0.1734 0.5742 -0.1204
H 0.3155 0.3020 -0.4527
H 0.6116 0.2063 -0.0639
H 0.1361 0.2667 -0.2997
H -0.1628 -0.1434 -0.5515
H -0.4519 0.8020 0.1168

Calculated values
**Max |F|**: 3.63 eV/Å
**Net charge**: +1
**Highest occupied orbital energy**: -12.42 eV
**Gap between HOMO and LUMO**: 10.2 eV
**Spin multiplicity**: 1
**ΔE to the lowest compared entry with this formula, charge and spin**: 193.5 kJ/mol